# 1
A 2-piece molecular cluster, C2H7NO overall, computed with ωB97M-V with the def2-TZVPD basis set.

```
! RIJCOSX wB97M-V def2-TZVPD def2/J DEFGRID3
* xyz 0 1
C 0.5154 -1.0362 -0.9678
N 0.8685 -0.0125 -0.3123
C 1.2225 -0.2362 1.0807
H 0.3067 -0.8604 -2.0199
H 0.4902 -2.0493 -0.5620
H 1.4365 0.7139 1.5618
H 0.4801 -0.7952 1.6554
H 2.1527 -0.8012 1.2223
O -2.1290 1.2499 0.0491
H -2.5490 0.9949 -0.7801
H -1.4337 0.5780 0.1560
*
```

Values from the calculation:
Electronic energy ... -5723.9826 eV
SMILES string ... C=NC.O
LUMO energy ... 0.9 eV
Highest occupied orbital energy ... -10.16 eV

Charge distribution, natural (NBO) scheme, values in e: atom 1 (C): -0.069, atom 2 (N): -0.390, atom 3 (C): -0.472, atom 4 (H): 0.177, atom 5 (H): 0.148, atom 6 (H): 0.211, atom 7 (H): 0.194, atom 8 (H): 0.203, atom 9 (O): -0.937, atom 10 (H): 0.464, atom 11 (H): 0.471

# 2
A 2-piece molecular cluster, C2H7NO2 overall, computed with ωB97M-V with the def2-TZVPD basis set.

```
! RIJCOSX wB97M-V def2-TZVPD def2/J DEFGRID3
* xyz 0 1
O -0.5022 0.8478 0.3964
C 0.5801 0.3505 -0.0814
O 0.7926 -0.8668 -0.1493
C 1.6073 1.3373 -0.5783
H 2.3359 0.8129 -1.1914
H 1.1375 2.0707 -1.2333
H 2.0624 1.8517 0.2615
N -1.6635 -1.3171 0.5294
H -2.2465 -1.6004 1.3071
H -0.7635 -1.8089 0.5262
H -2.0778 -1.4581 -0.3846
H -1.2623 -0.2196 0.5977
*
```

Values from the calculation:
Electronic energy ... -7773.0336 eV
LUMO energy ... 0.5 eV
Highest occupied orbital energy ... -9.33 eV

Charge distribution, natural (NBO) scheme, values in e: atom 1 (O): -0.753, atom 2 (C): 0.788, atom 3 (O): -0.748, atom 4 (C): -0.719, atom 5 (H): 0.222, atom 6 (H): 0.224, atom 7 (H): 0.231, atom 8 (N): -0.962, atom 9 (H): 0.398, atom 10 (H): 0.455, atom 11 (H): 0.408, atom 12 (H): 0.456

# 3
A 2-piece molecular cluster, C2H7NO2 overall in a non-equilibrium geometry, computed with ωB97M-V with the def2-TZVPD basis set.

```
! RIJCOSX wB97M-V def2-TZVPD def2/J DEFGRID3
* xyz 0 1
N -0.7660 -0.3517 1.5183
C -0.3882 -0.3549 2.8654
O -0.0219 -1.3288 3.4626
H -0.6993 -1.3092 1.1878
H -0.2134 0.2800 0.9575
H -0.3608 0.6724 3.2976
C 0.6357 0.6101 -2.0751
O 0.0097 -0.6381 -2.3027
H 0.0301 1.3284 -1.5199
H 0.9457 1.1481 -2.9966
H 1.5861 0.3330 -1.5691
H -0.7578 -0.3894 -2.8257
*
```

Values from the calculation:
Electronic energy ... -7771.9798 eV
SMILES string ... NC=O.CO
LUMO energy ... 0.7 eV
Highest occupied orbital energy ... -10.15 eV

Charge distribution, natural (NBO) scheme, values in e: atom 1 (N): -0.846, atom 2 (C): 0.538, atom 3 (O): -0.565, atom 4 (H): 0.386, atom 5 (H): 0.385, atom 6 (H): 0.101, atom 7 (C): -0.263, atom 8 (O): -0.706, atom 9 (H): 0.159, atom 10 (H): 0.165, atom 11 (H): 0.185, atom 12 (H): 0.462

# 4
A 3-piece molecular cluster, C2H7NO2 overall in a non-equilibrium geometry, computed with ωB97M-V with the def2-TZVPD basis set.

```
! RIJCOSX wB97M-V def2-TZVPD def2/J DEFGRID3
* xyz 0 1
O -0.3193 -0.6904 1.0049
C 0.2257 -0.1078 -0.0020
C -0.3884 -0.2673 -1.2514
N 2.9155 0.6000 0.0756
H 1.2305 0.3349 0.1275
H -1.3696 -0.7136 -1.2634
H 0.1417 0.0809 -2.1275
H 3.4814 1.0576 -0.6585
H 3.5702 0.5868 0.8727
H -3.2080 0.4989 0.3382
H -1.3488 -0.4554 0.8899
O -2.3186 0.1627 0.2008
*
```

Values from the calculation:
Electronic energy ... -7764.2988 eV
LUMO energy ... -4.1 eV
Highest occupied orbital energy ... -8.11 eV

Charge distribution, natural (NBO) scheme, values in e: atom 1 (O): -0.551, atom 2 (C): 0.241, atom 3 (C): -0.124, atom 4 (N): -0.848, atom 5 (H): 0.258, atom 6 (H): 0.262, atom 7 (H): 0.203, atom 8 (H): 0.317, atom 9 (H): 0.322, atom 10 (H): 0.474, atom 11 (H): 0.512, atom 12 (O): -1.066

# 5
An isolated ion of composition C2H7NO2PS and charge +1 in a non-equilibrium geometry, computed with ωB97M-V with the def2-TZVPD basis set.

```
! RIJCOSX wB97M-V def2-TZVPD def2/J DEFGRID3
* xyz 1 1
N 0.8090 -1.7238 0.9610
C 0.4285 -0.9863 -0.2945
C -0.7682 -0.1381 0.1282
O -1.1312 -0.3856 1.2439
P -1.1914 1.5699 -0.8220
O 0.0860 1.2715 -1.8266
S -0.4358 2.9589 0.5499
H -0.0960 -1.2888 1.7044
H 1.8303 -1.7842 1.2166
H 0.5652 -2.6647 0.7104
H 1.2774 -0.4056 -0.7378
H 0.2926 -1.6799 -1.1126
H -0.0557 1.8593 -2.6220
H -1.6107 3.3974 0.9014
*
```

Values from the calculation:
Electronic energy ... -27889.3323 eV
SMILES string ... [NH3+]CC(=O)P(O)S
LUMO energy ... -4.2 eV
Highest occupied orbital energy ... -13.10 eV

Charge distribution, natural (NBO) scheme, values in e: atom 1 (N): -0.756, atom 2 (C): -0.382, atom 3 (C): 0.356, atom 4 (O): -0.525, atom 5 (P): 0.941, atom 6 (O): -0.993, atom 7 (S): -0.241, atom 8 (H): 0.482, atom 9 (H): 0.454, atom 10 (H): 0.424, atom 11 (H): 0.283, atom 12 (H): 0.265, atom 13 (H): 0.525, atom 14 (H): 0.167

# 6
One molecule with the formula C2H7NO2S in a non-equilibrium geometry, computed with ωB97M-V with the def2-TZVPD basis set.

```
! RIJCOSX wB97M-V def2-TZVPD def2/J DEFGRID3
* xyz 0 1
C -0.9611 -2.0088 0.7806
S 0.3885 -0.7244 0.1470
O 1.6673 -1.1608 -0.2186
O 0.5584 -0.0195 1.5799
C -0.0621 0.8876 -0.6867
N 1.0016 1.7594 -0.8258
H -1.0890 -2.6480 -0.1887
H -1.9014 -1.3294 0.7691
H 0.1841 -0.6004 2.1989
H -0.5935 0.6160 -1.5174
H -0.7762 1.2253 0.0276
H 1.7303 1.4597 -1.5061
H 1.5075 1.7824 0.1691
*
```

Values from the calculation:
Electronic energy ... -18603.6363 eV
SMILES string ... C=[S@](=O)(O)CN
LUMO energy ... 0.6 eV
Highest occupied orbital energy ... -8.63 eV

Charge distribution, natural (NBO) scheme, values in e: atom 1 (C): -0.917, atom 2 (S): 1.855, atom 3 (O): -0.917, atom 4 (O): -0.905, atom 5 (C): -0.382, atom 6 (N): -0.802, atom 7 (H): 0.185, atom 8 (H): 0.172, atom 9 (H): 0.517, atom 10 (H): 0.211, atom 11 (H): 0.218, atom 12 (H): 0.384, atom 13 (H): 0.383

# 7
A 2-piece molecular cluster, C2H7NO3 overall in a non-equilibrium geometry, computed with ωB97M-V with the def2-TZVPD basis set.

```
! RIJCOSX wB97M-V def2-TZVPD def2/J DEFGRID3
* xyz 0 1
N -1.4120 -0.3271 -0.9759
C -0.7781 0.8486 -0.4556
C -0.6995 0.7191 1.0609
O 0.1740 0.0247 1.5656
O -1.5246 1.6428 1.6149
H -0.7061 -0.8029 -1.4710
H -2.1041 -0.8121 -0.4885
H 0.1428 0.8429 -1.0899
H -1.4458 1.7454 -0.8260
H -1.4911 1.7624 2.5266
O 3.4337 -2.4015 -2.0437
H 3.7809 -2.2419 -2.9397
H 3.9081 -1.7386 -1.6063
*
```

Values from the calculation:
Electronic energy ... -9819.1379 eV
SMILES string ... NCC(=O)O.O
LUMO energy ... 0.6 eV
Highest occupied orbital energy ... -8.94 eV

Charge distribution, natural (NBO) scheme, values in e: atom 1 (N): -0.847, atom 2 (C): -0.322, atom 3 (C): 0.770, atom 4 (O): -0.571, atom 5 (O): -0.683, atom 6 (H): 0.373, atom 7 (H): 0.373, atom 8 (H): 0.225, atom 9 (H): 0.187, atom 10 (H): 0.495, atom 11 (O): -0.920, atom 12 (H): 0.461, atom 13 (H): 0.460

# 8
A 2-piece molecular cluster, C2H7NO3 overall in a non-equilibrium geometry, computed with ωB97M-V with the def2-TZVPD basis set.

```
! RIJCOSX wB97M-V def2-TZVPD def2/J DEFGRID3
* xyz 0 1
O 1.2196 -1.5512 -0.4044
C 0.7376 -2.5470 0.1413
O -0.2549 -2.3941 1.1210
H 0.6737 -3.5390 -0.4297
H -0.4626 -1.4371 0.9130
N -0.6749 2.2685 -0.6617
C 0.0260 0.9385 -0.3802
O -0.2468 0.3389 0.9669
H -0.2945 3.2278 -0.4829
H -1.6313 2.2390 -1.0092
H -0.3303 0.3275 -1.3299
H 1.0636 1.1787 -0.1465
H 0.1748 0.9493 1.7022
*
```

Values from the calculation:
Electronic energy ... -9818.1675 eV
SMILES string ... O=CO.NCO
LUMO energy ... 0.8 eV
Highest occupied orbital energy ... -9.35 eV

Charge distribution, natural (NBO) scheme, values in e: atom 1 (O): -0.593, atom 2 (C): 0.624, atom 3 (O): -0.713, atom 4 (H): 0.136, atom 5 (H): 0.523, atom 6 (N): -0.924, atom 7 (C): 0.082, atom 8 (O): -0.789, atom 9 (H): 0.388, atom 10 (H): 0.376, atom 11 (H): 0.217, atom 12 (H): 0.186, atom 13 (H): 0.488

# 9
A 2-piece molecular cluster, C2H7NO3 overall in a non-equilibrium geometry, computed with ωB97M-V with the def2-TZVPD basis set.

```
! RIJCOSX wB97M-V def2-TZVPD def2/J DEFGRID3
* xyz 0 1
O 2.9195 -0.5956 1.3759
C 2.2885 -0.2441 2.3081
O 1.4993 -1.1753 3.0238
H 2.2213 0.8026 2.6525
H 1.8650 -2.0179 2.4255
N -1.2403 1.2403 -2.6813
C -2.4437 1.0007 -1.8825
O -2.3675 -0.2750 -1.5570
H -0.6299 0.3639 -2.6453
H -1.3735 1.6771 -3.6066
H -2.2876 1.6209 -0.9582
H -3.3702 1.3180 -2.4651
H -3.2228 -0.6189 -1.9286
*
```

Values from the calculation:
Electronic energy ... -9818.4637 eV
SMILES string ... O=CO.NCO
LUMO energy ... 0.8 eV
Highest occupied orbital energy ... -8.88 eV

Charge distribution, natural (NBO) scheme, values in e: atom 1 (O): -0.568, atom 2 (C): 0.639, atom 3 (O): -0.695, atom 4 (H): 0.134, atom 5 (H): 0.490, atom 6 (N): -0.904, atom 7 (C): 0.103, atom 8 (O): -0.704, atom 9 (H): 0.383, atom 10 (H): 0.368, atom 11 (H): 0.138, atom 12 (H): 0.138, atom 13 (H): 0.477

# 10
A 2-piece molecular cluster, C2H7NO3 overall in a non-equilibrium geometry, computed with ωB97M-V with the def2-TZVPD basis set.

```
! RIJCOSX wB97M-V def2-TZVPD def2/J DEFGRID3
* xyz 0 1
O -0.3653 1.5116 -0.3762
C -1.0020 1.0598 0.5417
N -0.7391 -0.2227 1.0388
C -0.4535 -1.4043 0.2586
O 0.7940 -2.0480 0.6703
H -1.7132 1.6580 1.2638
H -1.0867 -0.3029 1.9344
H -1.1772 -2.3733 0.5465
H -0.2474 -1.1601 -0.6979
H 1.6044 -1.6545 0.9025
O 1.5370 1.3866 -2.2890
H 0.7339 1.5440 -1.9141
H 2.1151 2.0058 -1.8795
*
```

Values from the calculation:
Electronic energy ... -9818.5557 eV
SMILES string ... O=CNCO.O
LUMO energy ... 0.6 eV
Highest occupied orbital energy ... -10.41 eV

Charge distribution, natural (NBO) scheme, values in e: atom 1 (O): -0.608, atom 2 (C): 0.556, atom 3 (N): -0.646, atom 4 (C): 0.106, atom 5 (O): -0.787, atom 6 (H): 0.119, atom 7 (H): 0.383, atom 8 (H): 0.192, atom 9 (H): 0.199, atom 10 (H): 0.489, atom 11 (O): -0.940, atom 12 (H): 0.478, atom 13 (H): 0.458

Orbital gap
In order: 11.05; 9.88; 10.81; 4.01; 8.91; 9.24; 9.57; 10.16; 9.63; 11.02
Unit: eV